1.
{
  "formula": "C6H10ClN",
  "method": "ωB97M-V with the def2-TZVPD basis set",
  "de_lowest_kj_mol": 59.80,
  "homo_ev": -8.64,
  "total_charge": 0,
  "largest_force_ev_per_a": 1.1,
  "multiplicity": 1,
  "smiles": "ClCCN1CC=CC1",
  "gap_ev": 9.64,
  "symbols": ["Cl", "C", "C", "N", "C", "C", "C", "C", "H", "H", "H", "H", "H", "H", "H", "H", "H", "H"],
  "xyz": [[2.93002, -0.02277, -0.28538], [1.14458, -0.02908, -0.41153], [0.50833, 0.07433, 0.98879], [-0.94044, 0.07615, 1.00260], [-1.55175, -1.14677, 0.46282], [-2.20501, -0.71975, -0.82633], [-2.21686, 0.59136, -0.92852], [-1.54833, 1.20254, 0.29372], [0.86732, -0.95573, -0.90686], [0.89159, 0.80686, -1.04175], [0.85546, 1.00284, 1.45919], [0.88320, -0.76872, 1.60509], [-2.31955, -1.54256, 1.18464], [-0.81530, -1.93269, 0.34347], [-2.64961, -1.43537, -1.53519], [-2.64013, 1.17077, -1.71502], [-0.78606, 1.95424, 0.05535], [-2.29990, 1.71867, 0.91076]],
  "nbo_charge": [-0.081, -0.384, -0.227, -0.432, -0.259, -0.209, -0.209, -0.255, 0.209, 0.209, 0.207, 0.208, 0.199, 0.198, 0.218, 0.216, 0.195, 0.198]
}

***

2.
{
  "formula": "C8H9NO2S",
  "method": "ωB97M-V with the def2-TZVPD basis set",
  "de_lowest_kj_mol": 317.25,
  "homo_ev": [-8.92, -8.92],
  "total_charge": 0,
  "largest_force_ev_per_a": 6.1,
  "multiplicity": 1,
  "smiles": "CC(C)(C)C#Cc1nsc(=O)o1",
  "gap_ev": [8.85, 8.85],
  "symbols": ["C", "C", "C", "C", "C", "C", "C", "N", "S", "C", "O", "O", "H", "H", "H", "H", "H", "H", "H", "H", "H"],
  "xyz": [[-1.34314, 0.17282, -1.87513], [-0.26439, 0.92494, -1.08349], [-0.77847, 2.41469, -0.82710], [1.14619, 0.88937, -1.70209], [-0.00967, 0.24002, 0.18468], [0.37517, -0.26588, 1.21354], [0.74205, -1.23898, 2.19386], [1.81060, -1.25519, 3.11154], [1.76107, -2.75155, 3.89950], [0.24383, -3.23198, 3.08638], [-0.37012, -4.24356, 3.19916], [-0.05748, -2.27908, 2.25968], [-1.00266, -0.54198, -2.57774], [-2.08962, -0.35014, -1.24307], [-1.93673, 0.95031, -2.25953], [0.07470, 2.79637, -0.42645], [-1.46099, 2.21794, 0.01230], [-1.16599, 2.89277, -1.70894], [1.07487, 1.24903, -2.67721], [1.48680, -0.08210, -1.70743], [1.76399, 1.49218, -1.07244]],
  "nbo_charge": [-0.605, -0.140, -0.582, -0.574, 0.248, -0.203, 0.466, -0.588, 0.449, 0.585, -0.553, -0.438, 0.220, 0.223, 0.213, 0.208, 0.220, 0.219, 0.208, 0.212, 0.212]
}

***

3.
{
  "formula": "C10H10CoN2O4",
  "method": "ωB97M-V with the def2-TZVPD basis set",
  "de_lowest_kj_mol": 0.00,
  "homo_ev": [-14.20, -14.19],
  "total_charge": 2,
  "largest_force_ev_per_a": 6.0,
  "multiplicity": 4,
  "gap_ev": [6.52, 2.03],
  "symbols": ["Co", "O", "C", "C", "O", "C", "O", "C", "O", "C", "H", "H", "C", "H", "H", "C", "C", "N", "C", "C", "N", "H", "H", "H", "H", "H", "H"],
  "xyz": [[0.21805, -0.15749, -0.29312], [0.36005, 2.87591, 0.04068], [0.30685, 1.73371, -0.10632], [0.12665, -2.05759, -0.26702], [0.07095, -3.20799, -0.21712], [2.12085, -0.24769, -0.29442], [3.27235, -0.30309, -0.27222], [-1.68405, -0.06509, -0.33682], [-2.83575, -0.00989, -0.34012], [0.25065, 0.53131, -5.38402], [-0.64015, 1.13241, -5.53012], [1.19785, 1.04401, -5.51012], [0.18485, -0.84799, -5.44242], [1.07975, -1.43569, -5.61492], [-0.75825, -1.34739, -5.63502], [-1.51765, 1.53161, 2.43298], [-0.50085, 0.44411, 2.63168], [0.19235, -0.24419, 1.67408], [0.97675, -1.09409, 2.38088], [0.75215, -0.92049, 3.72388], [-0.16905, 0.03951, 3.87428], [-2.47575, 1.22241, 2.89978], [-1.15875, 2.45361, 2.93698], [-1.72415, 1.78291, 1.38418], [1.67425, -1.80019, 1.95128], [1.22815, -1.45429, 4.53538], [-0.54805, 0.40151, 4.77778]],
  "nbo_charge": [0.414, -0.371, 0.494, 0.491, -0.356, 0.496, -0.349, 0.499, -0.362, -0.405, 0.202, 0.203, -0.397, 0.203, 0.203, -0.720, 0.603, -0.516, 0.057, 0.180, -0.514, 0.308, 0.309, 0.268, 0.273, 0.289, 0.498]
}

***

4.
{
  "formula": "C5H16N3",
  "method": "ωB97M-V with the def2-TZVPD basis set",
  "de_lowest_kj_mol": 445.68,
  "homo_ev": [-12.50, -11.55],
  "total_charge": 1,
  "largest_force_ev_per_a": 1.3,
  "multiplicity": 1,
  "gap_ev": [9.07, 8.23],
  "symbols": ["C", "C", "C", "C", "C", "N", "N", "N", "H", "H", "H", "H", "H", "H", "H", "H", "H", "H", "H", "H", "H", "H", "H", "H"],
  "xyz": [[0.67067, -0.89498, -2.11195], [-1.63036, -0.33443, -1.86528], [-1.32706, 0.30764, 1.74260], [0.85096, -0.73155, 1.84907], [0.44240, 1.14972, 0.35796], [1.77064, 1.30507, 0.04105], [-0.43444, -0.75938, -1.23563], [0.12601, 0.53832, 1.64515], [0.69716, -1.92854, -2.47967], [0.63712, -0.23015, -2.98395], [1.60799, -0.74551, -1.56738], [-2.01171, -1.17948, -2.45712], [-2.38947, -0.09044, -1.12301], [-1.50003, 0.50144, -2.56445], [-1.59627, -0.44555, 1.00418], [-1.59110, -0.04072, 2.73967], [-1.87294, 1.22608, 1.53534], [1.92134, -0.55365, 1.93756], [0.50609, -1.20918, 2.76454], [0.63907, -1.37712, 0.99513], [-0.21441, 1.95660, 0.07799], [1.94200, 1.86925, -0.77772], [2.35675, 0.48105, 0.07280], [0.39962, 1.18550, 2.40312]],
  "nbo_charge": [-0.477, -0.477, -0.421, -0.438, 0.151, -0.791, -0.316, -0.381, 0.241, 0.189, 0.188, 0.233, 0.197, 0.194, 0.256, 0.236, 0.234, 0.228, 0.241, 0.263, 0.208, 0.419, 0.394, 0.430]
}